{
  "formula": "C32H41AsBF5N7O7PPbS4",
  "method": "wB97M-V/def2-TZVPD",
  "e_lumo_ev": -0.190,
  "multiplicity": 1,
  "orbital_gap_ev": 7.1,
  "relative_energy_kcal_mol": 0.0,
  "elements": ["Pb", "C", "N", "C", "C", "N", "B", "N", "C", "C", "N", "C", "C", "S", "C", "S", "H", "H", "H", "H", "H", "H", "H", "H", "H", "H", "H", "H", "F", "C", "C", "F", "C", "F", "C", "S", "C", "F", "C", "F", "O", "As", "O", "O", "C", "C", "C", "C", "C", "C", "S", "O", "O", "O", "H", "H", "H", "H", "H", "O", "P", "N", "C", "C", "C", "C", "N", "C", "C", "C", "C", "N", "C", "C", "C", "C", "H", "H", "H", "H", "H", "H", "H", "H", "H", "H", "H", "H", "H", "H", "H", "H", "H", "H", "H", "H", "H", "H", "H", "H"],
  "xyz": [[-1.02063, -0.48305, 0.20861], [-3.53855, 2.44979, -0.12779], [-3.43604, 2.14782, 1.28575], [-3.25074, 3.07396, 2.28998], [-3.17747, 2.37529, 3.44279], [-3.32324, 1.03869, 3.15498], [-3.34147, -0.03467, 4.29969], [-2.57939, -1.34207, 3.92202], [-3.08919, -2.58521, 4.21781], [-2.12894, -3.50677, 3.98865], [-1.02274, -2.81845, 3.54166], [0.26736, -3.41174, 3.23167], [-1.32083, -1.50038, 3.48517], [-0.23638, -0.28482, 2.91457], [-3.48964, 0.90629, 1.83566], [-3.73396, -0.54536, 0.93955], [-3.69374, 3.52169, -0.23485], [-4.38147, 1.91101, -0.55656], [-2.62803, 2.16522, -0.66091], [-3.17423, 4.12634, 2.08601], [-3.02180, 2.70709, 4.45262], [-4.48131, -0.35086, 4.54015], [-2.79818, 0.48974, 5.24200], [-4.09666, -2.69797, 4.57274], [-2.12603, -4.57600, 4.09676], [0.33839, -4.35894, 3.76192], [1.05394, -2.74244, 3.57166], [0.36765, -3.57156, 2.16206], [0.54210, 7.24962, 0.40698], [0.96732, 5.99999, 0.55143], [0.05144, 4.97677, 0.73681], [-1.25209, 5.26182, 0.77493], [0.49622, 3.67768, 0.88512], [-0.40648, 2.72022, 1.06937], [1.85136, 3.36210, 0.84350], [2.40995, 1.70794, 1.08522], [2.74696, 4.40694, 0.64919], [4.05696, 4.17331, 0.58308], [2.32064, 5.71759, 0.51263], [3.19857, 6.70126, 0.32737], [3.84875, 0.00650, -0.94724], [2.22705, 0.33214, -1.61340], [1.58631, -1.28948, -1.21045], [1.50065, 0.95780, -0.06680], [1.87030, -2.42262, -1.92784], [3.08862, -2.59466, -2.57415], [3.34371, -3.76185, -3.28034], [2.40229, -4.77551, -3.32917], [1.19572, -4.61341, -2.66456], [0.91847, -3.44520, -1.97072], [-0.69079, -3.28672, -1.22608], [-1.31016, -4.57522, -1.33217], [-1.34649, -2.19274, -1.94856], [-0.45713, -2.84443, 0.17422], [4.49014, 0.66948, -1.22885], [3.84968, -1.83176, -2.49233], [4.29724, -3.87829, -3.77935], [2.60542, -5.68996, -3.86944], [0.44172, -5.38813, -2.67289], [-0.52596, 1.01272, -2.16710], [-0.87088, 1.41174, -3.56562], [0.16461, 0.66271, -4.62192], [0.15811, 0.95509, -6.06500], [-0.16034, -0.38377, -6.77268], [-0.44283, -1.37314, -5.63462], [0.34661, -0.78942, -4.46896], [-2.46752, 1.13076, -3.84190], [-3.13848, 1.42267, -5.11080], [-4.59760, 1.12932, -4.78948], [-4.48854, -0.11659, -3.91177], [-3.23673, 0.12822, -3.06310], [-0.67478, 2.99986, -3.98450], [-1.64135, 4.01340, -3.52124], [-0.78075, 5.04669, -2.80716], [0.49390, 5.03900, -3.64492], [0.69584, 3.55339, -3.93974], [1.14137, 1.32497, -6.36812], [-0.56543, 1.73706, -6.29132], [0.70149, -0.71165, -7.35500], [-0.99940, -0.29049, -7.46204], [-0.15314, -2.39561, -5.87388], [-1.50455, -1.37714, -5.37494], [1.41115, -1.03498, -4.56174], [-0.00952, -1.12946, -3.49815], [-2.79269, 0.76003, -5.91589], [-2.95830, 2.45282, -5.42035], [-5.20196, 0.97835, -5.68311], [-5.02240, 1.96186, -4.22322], [-4.34790, -0.99906, -4.53961], [-5.36817, -0.28831, -3.29365], [-2.67013, -0.78612, -2.90432], [-3.49016, 0.53086, -2.08169], [-2.39885, 3.56549, -2.87876], [-2.15212, 4.46417, -4.37870], [-0.56518, 4.69363, -1.79675], [-1.25598, 6.02454, -2.73787], [1.35398, 5.47867, -3.14039], [0.33064, 5.58923, -4.57424], [1.27219, 3.07846, -3.13748], [1.22057, 3.37603, -4.87876]],
  "forces_ev_per_angstrom": [[0.0, 0.0, 0.1], [0.0, 0.0, 0.0], [0.0, 0.0, 0.0], [0.0, 0.0, 0.0], [0.0, 0.0, 0.0], [0.0, 0.0, 0.0], [0.0, 0.0, 0.0], [0.0, 0.0, -0.1], [0.0, 0.0, 0.0], [0.0, 0.0, 0.0], [0.0, 0.0, 0.0], [0.0, 0.0, 0.0], [0.0, 0.0, 0.0], [-0.1, 0.0, 0.0], [0.0, 0.0, 0.0], [0.0, 0.0, -0.1], [0.0, 0.0, 0.0], [0.0, 0.0, 0.0], [0.0, 0.0, 0.0], [0.0, 0.0, 0.0], [0.0, 0.0, 0.0], [0.0, 0.0, 0.0], [0.0, 0.0, 0.0], [0.0, 0.0, 0.0], [0.0, 0.0, 0.0], [0.0, 0.0, 0.0], [0.0, 0.0, 0.0], [0.0, 0.0, 0.0], [0.0, 0.0, 0.0], [0.0, 0.0, 0.0], [0.0, 0.0, 0.0], [0.0, 0.0, 0.0], [0.0, 0.0, 0.0], [0.0, 0.0, 0.0], [0.0, 0.0, 0.0], [0.0, 0.0, 0.0], [0.0, 0.0, 0.0], [0.0, 0.0, 0.0], [0.0, 0.0, 0.0], [0.0, 0.0, 0.0], [0.0, 0.0, 0.0], [0.1, 0.0, 0.0], [0.0, 0.0, 0.0], [0.0, -0.1, 0.0], [0.0, 0.0, 0.0], [0.0, 0.0, 0.0], [0.0, 0.0, 0.0], [0.0, 0.0, 0.0], [0.0, 0.0, 0.0], [0.0, 0.0, 0.0], [0.0, 0.0, 0.0], [0.0, 0.0, 0.0], [0.0, 0.0, 0.0], [0.0, 0.0, 0.1], [0.0, 0.0, 0.0], [0.0, 0.0, 0.0], [0.0, 0.0, 0.0], [0.0, 0.0, 0.0], [0.0, 0.0, 0.0], [0.0, 0.1, 0.0], [0.0, -0.1, 0.0], [0.0, 0.0, 0.0], [0.0, 0.0, 0.0], [0.0, 0.0, 0.0], [0.0, 0.0, 0.0], [0.0, 0.0, 0.0], [0.0, 0.0, 0.0], [0.0, 0.0, 0.0], [0.0, 0.0, 0.0], [0.0, 0.0, 0.0], [0.0, 0.0, 0.0], [0.0, 0.0, 0.0], [0.0, 0.0, 0.0], [0.0, 0.0, 0.0], [0.0, 0.0, 0.0], [0.0, 0.0, 0.0], [0.0, 0.0, 0.0], [0.0, 0.0, 0.0], [0.0, 0.0, 0.0], [0.0, 0.0, 0.0], [0.0, 0.0, 0.0], [0.0, 0.0, 0.0], [0.0, 0.0, 0.0], [0.0, 0.0, 0.0], [0.0, 0.0, 0.0], [0.0, 0.0, 0.0], [0.0, 0.0, 0.0], [0.0, 0.0, 0.0], [0.0, 0.0, 0.0], [0.0, 0.0, 0.0], [0.0, 0.0, 0.0], [0.0, 0.0, 0.0], [0.0, 0.0, 0.0], [0.0, 0.0, 0.0], [0.0, 0.0, 0.0], [0.0, 0.0, 0.0], [0.0, 0.0, 0.0], [0.0, 0.0, 0.0], [0.0, 0.0, 0.0], [0.0, 0.0, 0.0]]
}



{
  "formula": "C32H41F5NNbOP",
  "method": "wB97M-V/def2-TZVPD",
  "e_lumo_ev": 1.695,
  "total_charge": -1,
  "multiplicity": 1,
  "orbital_gap_ev": 6.7,
  "elements": ["C", "C", "C", "C", "C", "C", "Nb", "C", "C", "O", "F", "P", "N", "H", "H", "H", "H", "H", "H", "H", "H", "H", "H", "H", "H", "H", "H", "H", "H", "H", "H", "H", "H", "H", "F", "C", "C", "C", "C", "C", "C", "H", "H", "H", "H", "H", "F", "C", "C", "C", "C", "C", "C", "H", "H", "H", "H", "H", "F", "C", "C", "C", "C", "C", "C", "H", "H", "H", "H", "H", "F", "C", "C", "C", "C", "C", "C", "H", "H", "H", "H", "H"],
  "xyz": [[-1.60877, 4.05377, -1.50609], [-0.25722, 4.07617, -0.81015], [0.55860, 2.80846, -1.01821], [-0.02299, 1.66681, -0.17882], [1.00805, 0.72922, 0.37964], [0.47017, -0.23960, 1.43699], [-0.74896, -1.98567, 0.67190], [-0.21535, -1.77919, -1.56361], [-1.05477, -2.64286, -2.38106], [-2.26997, -2.65418, -2.49208], [-0.33987, -3.56235, -3.12443], [-2.88311, -0.49693, 0.43779], [-3.81979, -0.88258, 1.69645], [-2.31740, 4.66051, -0.96484], [-2.02441, 3.06024, -1.56534], [-1.50715, 4.45183, -2.50391], [-0.38116, 4.20579, 0.25138], [0.30957, 4.92870, -1.15984], [1.54500, 3.00786, -0.64225], [0.64133, 2.54235, -2.06219], [-0.58082, 2.08371, 0.64342], [-0.74562, 1.14192, -0.78821], [1.55154, 0.21333, -0.39847], [1.74411, 1.35900, 0.87343], [-0.10857, 0.31292, 2.16934], [1.30155, -0.66010, 1.98990], [-1.85334, -3.40660, 0.32345], [-1.16414, -2.31842, 2.42056], [0.73464, -3.05596, 0.76227], [-0.30865, -0.77685, -1.95395], [0.81200, -2.09782, -1.68568], [-2.65877, 0.89817, 0.47375], [-3.59649, -0.75449, -0.75700], [-3.37860, -1.58797, 2.27179], [3.46018, 3.91951, -1.19451], [3.73450, 5.04512, -1.87900], [4.01767, 4.95600, -3.22628], [4.29363, 6.11961, -3.92779], [4.28911, 7.34550, -3.27752], [4.00372, 7.40922, -1.92094], [3.71985, 6.25236, -1.21151], [4.01908, 3.98940, -3.71162], [4.51134, 6.06809, -4.98558], [4.50672, 8.25033, -3.82838], [4.00150, 8.36291, -1.41163], [3.48699, 6.27902, -0.15555], [-1.35462, -10.05705, -1.59386], [-1.02806, -8.92130, -2.25641], [-0.56192, -9.01686, -3.55002], [-0.23187, -7.85057, -4.22618], [-0.36301, -6.61587, -3.60537], [-0.83316, -6.54716, -2.29998], [-1.17237, -7.70681, -1.61864], [-0.46094, -9.98873, -4.01520], [0.12955, -7.90777, -5.24428], [-0.10463, -5.71347, -4.13603], [-0.93804, -5.59132, -1.81054], [-1.54672, -7.67174, -0.60432], [4.37158, 2.39352, 2.82668], [5.13826, 1.47004, 2.21486], [5.19653, 1.45502, 0.83683], [5.99032, 0.50629, 0.21173], [6.70372, -0.41458, 0.96601], [6.62620, -0.38341, 2.35090], [5.84127, 0.56736, 2.98583], [4.62473, 2.17634, 0.26792], [6.04880, 0.48482, -0.86764], [7.31670, -1.15753, 0.47429], [7.17589, -1.10382, 2.94078], [5.76962, 0.61149, 4.06410], [-5.83004, 1.90064, 5.01381], [-6.55010, 0.76447, 4.88523], [-6.24918, -0.11127, 3.86208], [-6.99358, -1.27328, 3.74510], [-8.02442, -1.54073, 4.63768], [-8.31056, -0.64282, 5.65609], [-7.56678, 0.52097, 5.78760], [-5.44249, 0.10327, 3.16519], [-6.76085, -1.97003, 2.95176], [-8.60312, -2.44975, 4.53905], [-9.11431, -0.84691, 6.35115], [-7.76733, 1.23232, 6.57824]],
  "forces_ev_per_angstrom": [[0.2, 0.2, 0.2], [0.1, -0.2, -0.6], [-0.3, 0.1, 1.0], [0.0, 0.0, -1.0], [0.1, -0.1, 0.5], [-1.1, -0.3, 0.1], [1.4, 0.7, 0.4], [0.4, -1.0, -0.4], [-2.7, 0.2, -0.2], [2.4, 0.0, -0.1], [-0.1, 0.0, 0.2], [-0.6, -0.5, 0.2], [0.3, 0.1, -0.1], [-0.4, 0.3, 0.1], [-0.1, -0.4, 0.0], [-0.1, 0.0, -0.4], [-0.1, 0.1, 0.5], [0.2, 0.4, -0.1], [0.5, 0.0, 0.0], [0.0, -0.1, -0.4], [-0.3, 0.2, 0.5], [-0.3, -0.4, -0.1], [0.1, -0.3, -0.5], [0.4, 0.2, 0.1], [-0.1, 0.3, 0.3], [0.3, -0.4, 0.2], [-0.4, 0.1, 0.6], [0.2, -0.5, -0.1], [-0.1, 0.0, -0.5], [-0.3, 0.5, 0.3], [0.3, 0.1, 0.0], [-0.2, 0.1, -0.6], [0.1, 0.6, -0.2], [0.0, -0.2, 0.1], [0.2, 0.0, 0.0], [0.0, 0.1, -0.1], [0.0, -0.2, -0.1], [0.0, 0.1, 0.1], [0.0, 0.0, 0.0], [0.0, 0.0, -0.1], [0.0, 0.0, 0.2], [0.0, 0.0, 0.0], [0.0, 0.0, 0.0], [0.0, 0.0, 0.0], [0.0, 0.0, 0.0], [0.0, 0.0, 0.0], [0.0, 0.0, 0.0], [0.0, 0.1, 0.0], [0.0, -0.2, -0.1], [0.0, 0.1, 0.1], [0.0, -0.1, 0.0], [0.0, -0.1, -0.1], [-0.1, 0.0, 0.2], [0.0, 0.0, 0.0], [0.0, 0.0, 0.0], [0.0, 0.1, 0.0], [0.0, 0.1, 0.0], [0.0, 0.0, 0.0], [0.0, 0.0, 0.0], [0.1, -0.1, -0.1], [-0.1, 0.2, -0.2], [0.0, -0.1, 0.1], [0.0, 0.0, 0.0], [0.0, 0.0, -0.1], [0.0, 0.0, 0.2], [0.0, 0.0, 0.0], [0.0, 0.0, 0.0], [0.0, 0.0, 0.0], [0.0, 0.0, 0.0], [0.0, 0.0, 0.0], [0.0, 0.0, 0.0], [-0.1, -0.2, 0.0], [0.3, 0.2, -0.2], [-0.1, 0.0, 0.1], [0.0, 0.0, 0.0], [0.0, 0.0, -0.1], [0.0, 0.1, 0.1], [0.0, -0.1, 0.0], [0.1, 0.0, 0.0], [0.0, 0.0, 0.0], [0.0, 0.0, 0.0], [0.0, 0.0, 0.0]]
}